1.
{
  "formula": "C19H43LaOP3S",
  "method": "ωB97M-V with the def2-TZVPD basis set",
  "homo_ev": [-15.51, -15.52],
  "lumo_ev": [-12.079, -12.433],
  "total_charge": 3,
  "largest_force_ev_per_a": 14.8,
  "de_lowest_kj_mol": 1303.4,
  "symbols": ["La", "P", "P", "P", "H", "C", "C", "H", "C", "C", "C", "C", "C", "C", "C", "C", "C", "H", "H", "H", "H", "H", "H", "H", "H", "H", "H", "H", "H", "H", "H", "H", "H", "H", "H", "H", "H", "H", "H", "H", "H", "H", "H", "H", "H", "H", "C", "C", "C", "C", "C", "C", "S", "H", "H", "H", "H", "H", "H", "C", "C", "O", "H", "H", "H", "H", "H", "H"],
  "positions_angstrom": [[0.416, -0.570, 0.870], [-0.170, -2.428, 2.035], [0.907, -1.707, -1.094], [-0.658, 0.945, 2.311], [-2.561, 4.814, -6.806], [-2.342, 5.599, -6.087], [-1.146, 6.180, -6.027], [-0.338, 5.895, -6.696], [-1.874, -3.047, 1.683], [0.739, -4.034, 1.856], [-0.202, -2.411, 3.888], [1.561, -0.743, -2.517], [2.123, -3.104, -1.171], [-0.552, -2.495, -1.902], [-0.792, 2.732, 1.864], [-0.209, 1.195, 4.094], [-2.430, 0.511, 2.527], [-3.150, 5.884, -5.418], [-0.927, 6.965, -5.308], [-2.126, -3.924, 2.290], [-1.933, -3.304, 0.622], [-2.598, -2.251, 1.869], [0.405, -4.746, 2.619], [1.813, -3.868, 1.977], [0.563, -4.470, 0.870], [-0.412, -3.412, 4.281], [-0.962, -1.721, 4.252], [0.768, -2.080, 4.268], [1.947, -1.432, -3.277], [2.354, -0.074, -2.178], [0.767, -0.129, -2.946], [1.723, -3.918, -1.785], [2.358, -3.491, -0.179], [3.048, -2.746, -1.633], [-0.356, -2.713, -2.958], [-1.394, -1.804, -1.822], [-0.822, -3.421, -1.388], [-1.328, 3.269, 2.654], [-1.335, 2.826, 0.922], [0.208, 3.162, 1.764], [-1.063, 1.626, 4.629], [0.634, 1.887, 4.176], [0.061, 0.251, 4.574], [-2.986, 1.345, 2.970], [-2.502, -0.368, 3.174], [-2.855, 0.256, 1.555], [-0.357, 1.958, -1.545], [-1.697, 1.534, -1.535], [-2.572, 1.896, -2.560], [-2.137, 2.688, -3.623], [-0.806, 3.118, -3.642], [0.071, 2.761, -2.623], [0.835, 1.541, -0.317], [-1.114, -0.677, 0.282], [-2.037, 0.927, -0.700], [-3.604, 1.554, -2.523], [-2.819, 2.968, -4.420], [-0.447, 3.737, -4.461], [1.104, 3.098, -2.649], [4.316, -1.707, 2.830], [3.448, -1.264, 1.649], [2.565, -0.232, 1.987], [4.921, -0.852, 3.202], [4.996, -2.523, 2.510], [3.677, -2.088, 3.656], [4.106, -0.918, 0.825], [2.867, -2.117, 1.310], [2.309, -0.332, 2.940]]
}


2.
{
  "formula": "C19H43N2O2P3V",
  "method": "ωB97M-V with the def2-TZVPD basis set",
  "homo_ev": [-16.97, -16.39],
  "lumo_ev": [-9.666, -11.496],
  "total_charge": 3,
  "spin_multiplicity": 3,
  "largest_force_ev_per_a": 3.2,
  "symbols": ["V", "P", "P", "P", "H", "C", "C", "H", "C", "C", "C", "C", "C", "C", "C", "C", "C", "H", "H", "H", "H", "H", "H", "H", "H", "H", "H", "H", "H", "H", "H", "H", "H", "H", "H", "H", "H", "H", "H", "H", "H", "H", "H", "H", "H", "H", "C", "C", "C", "C", "C", "C", "O", "H", "H", "H", "H", "H", "H", "C", "N", "C", "N", "O", "H", "H", "H", "H", "H", "H"],
  "positions_angstrom": [[1.312, 0.526, 1.177], [-0.447, 2.110, 0.777], [-0.254, -1.182, 0.727], [-0.955, 0.461, -4.327], [4.214, 0.568, 1.344], [3.424, 0.960, 0.672], [2.766, 2.178, 1.097], [2.865, 2.560, 2.139], [-0.156, 3.085, 2.320], [-2.250, 1.816, 0.870], [-0.277, 3.299, -0.589], [0.620, -2.726, 0.356], [-0.953, -1.447, 2.393], [-1.738, -1.308, -0.316], [-0.792, 0.814, -6.091], [-2.657, 0.837, -3.809], [-0.419, -1.242, -4.018], [3.608, 0.769, -0.395], [2.439, 2.937, 0.364], [0.913, 3.297, 2.463], [-0.528, 2.498, 3.174], [-0.716, 4.028, 2.276], [-2.493, 1.120, 1.683], [-2.621, 1.399, -0.072], [-2.769, 2.765, 1.063], [0.781, 3.482, -0.820], [-0.757, 4.251, -0.329], [-0.734, 2.885, -1.501], [-0.085, -3.565, 0.360], [1.408, -2.904, 1.097], [1.093, -2.656, -0.631], [-1.706, -2.234, 2.287], [-1.434, -0.542, 2.780], [-0.178, -1.751, 3.108], [-1.956, -2.367, -0.504], [-1.592, -0.802, -1.273], [-2.610, -0.867, 0.178], [-1.760, 1.144, -6.502], [-0.459, -0.101, -6.605], [-0.050, 1.616, -6.251], [-3.132, 1.489, -4.562], [-2.656, 1.369, -2.842], [-3.218, -0.103, -3.724], [-0.913, -1.852, -4.792], [-0.697, -1.591, -3.011], [0.675, -1.314, -4.124], [2.259, 1.546, -3.456], [2.379, 0.373, -2.682], [3.483, -0.446, -2.909], [4.448, -0.094, -3.865], [4.336, 1.113, -4.575], [3.284, 1.989, -4.310], [1.083, 2.248, -3.524], [0.286, 1.603, -3.678], [1.597, 0.168, -1.939], [3.568, -1.363, -2.321], [5.331, -0.716, -4.006], [5.070, 1.355, -5.332], [3.168, 2.962, -4.769], [4.772, -1.088, 3.594], [3.791, -0.648, 4.580], [2.505, -0.451, 4.197], [1.626, 0.004, 5.143], [2.099, -0.748, 3.037], [5.157, -0.260, 2.994], [4.292, -1.795, 2.910], [5.615, -1.573, 4.084], [4.039, -0.454, 5.546], [0.694, 0.210, 4.802], [1.923, 0.451, 6.002]]
}


3.
{
  "formula": "C19H43N2O2P3Zr",
  "method": "ωB97M-V with the def2-TZVPD basis set",
  "homo_ev": [-19.68, -19.68],
  "lumo_ev": [-15.671, -15.670],
  "total_charge": 4,
  "largest_force_ev_per_a": 6.1,
  "symbols": ["Zr", "P", "P", "P", "H", "C", "C", "H", "C", "C", "C", "C", "C", "C", "C", "C", "C", "H", "H", "H", "H", "H", "H", "H", "H", "H", "H", "H", "H", "H", "H", "H", "H", "H", "H", "H", "H", "H", "H", "H", "H", "H", "H", "H", "H", "H", "C", "C", "C", "C", "C", "C", "O", "H", "H", "H", "H", "H", "H", "C", "N", "C", "N", "O", "H", "H", "H", "H", "H", "H"],
  "positions_angstrom": [[-0.386, -0.872, -1.243], [-0.278, 1.216, -2.767], [2.110, 1.171, 2.807], [-2.043, 1.453, 0.404], [-0.042, -3.422, -2.626], [-0.862, -2.750, -2.306], [-1.162, -1.556, -3.137], [-0.583, -1.443, -4.067], [0.678, 1.149, -4.317], [0.546, 2.606, -1.939], [-1.817, 1.957, -3.391], [3.098, 1.436, 4.289], [3.160, 0.572, 1.477], [1.377, 2.754, 2.387], [-3.810, 0.977, 0.179], [-2.195, 3.280, 0.211], [-2.023, 1.449, 2.242], [-1.695, -3.342, -1.903], [-2.219, -1.249, -3.277], [0.935, 0.123, -4.592], [1.602, 1.733, -4.225], [0.057, 1.588, -5.109], [1.603, 2.365, -1.793], [0.110, 2.798, -0.955], [0.449, 3.492, -2.571], [-2.445, 1.200, -3.874], [-1.504, 2.701, -4.141], [-2.397, 2.443, -2.596], [4.089, 1.817, 4.018], [3.199, 0.482, 4.821], [2.582, 2.164, 4.931], [4.192, 0.956, 1.605], [2.814, 0.897, 0.486], [3.186, -0.534, 1.490], [1.291, 3.373, 3.300], [0.370, 2.615, 1.961], [1.998, 3.296, 1.656], [-4.474, 1.739, 0.610], [-4.008, 0.016, 0.670], [-3.997, 0.897, -0.898], [-3.213, 3.599, 0.473], [-1.995, 3.605, -0.816], [-1.494, 3.777, 0.898], [-3.040, 1.294, 2.622], [-1.663, 2.407, 2.640], [-1.384, 0.635, 2.600], [-0.913, -2.000, 1.598], [-0.778, -2.727, 2.814], [-1.784, -3.609, 3.205], [-2.949, -3.748, 2.439], [-3.108, -3.038, 1.252], [-2.087, -2.195, 0.805], [0.040, -1.142, 1.206], [1.141, 0.184, 3.138], [0.106, -2.558, 3.423], [-1.671, -4.168, 4.135], [-3.746, -4.405, 2.781], [-4.023, -3.136, 0.666], [-2.209, -1.655, -0.183], [2.643, -3.277, -0.102], [3.379, -2.431, -1.055], [2.816, -1.424, -1.713], [3.529, -0.643, -2.556], [1.563, -1.158, -1.579], [2.114, -2.664, 0.645], [3.371, -3.921, 0.406], [1.913, -3.912, -0.627], [4.372, -2.582, -1.204], [3.035, 0.120, -3.012], [4.525, -0.775, -2.718]]
}


4.
{
  "formula": "C19H43N5O7",
  "method": "ωB97M-V with the def2-TZVPD basis set",
  "homo_ev": [-10.93, -10.93],
  "lumo_ev": [-3.356, -8.147],
  "total_charge": 1,
  "spin_multiplicity": 2,
  "largest_force_ev_per_a": 4.0,
  "symbols": ["C", "O", "N", "C", "C", "H", "H", "H", "H", "H", "H", "H", "C", "O", "N", "C", "C", "H", "H", "H", "H", "H", "H", "H", "C", "O", "N", "C", "C", "H", "H", "H", "H", "H", "H", "H", "C", "O", "N", "C", "C", "H", "H", "H", "H", "H", "H", "H", "C", "O", "N", "C", "C", "H", "H", "H", "H", "H", "H", "H", "O", "C", "O", "C", "C", "C", "H", "H", "H", "H", "H", "H", "H", "H"],
  "positions_angstrom": [[1.375, -0.542, 4.113], [1.705, 0.632, 4.085], [1.964, -1.481, 3.403], [1.648, -2.926, 3.616], [3.112, -1.131, 2.568], [0.462, -0.733, 4.698], [2.612, -3.430, 3.691], [1.049, -3.332, 2.802], [1.012, -3.176, 4.465], [3.307, -0.086, 2.811], [3.916, -1.747, 2.972], [3.008, -1.393, 1.515], [-1.725, -2.741, -4.998], [-1.311, -2.400, -3.900], [-0.932, -3.438, -5.909], [-1.360, -3.670, -7.248], [0.464, -3.948, -5.659], [-2.721, -2.559, -5.429], [-1.355, -4.750, -7.393], [-0.704, -3.277, -8.025], [-2.374, -3.392, -7.535], [1.097, -3.235, -6.189], [0.776, -3.881, -4.617], [0.474, -5.021, -5.847], [-1.064, 0.792, -1.896], [-1.234, 1.662, -2.697], [-0.800, 0.999, -0.601], [-0.088, -0.026, 0.199], [-0.791, 2.350, -0.010], [-1.157, -0.273, -2.161], [0.946, 0.273, 0.372], [-0.161, -1.033, -0.213], [-0.663, -0.040, 1.124], [-1.195, 3.144, -0.637], [-1.460, 2.272, 0.846], [0.171, 2.679, 0.382], [-1.584, 5.597, -5.457], [-2.563, 6.159, -5.995], [-1.513, 4.427, -4.719], [-0.267, 3.853, -4.414], [-2.695, 3.835, -4.070], [-0.553, 5.923, -5.667], [-0.263, 3.835, -3.324], [0.592, 4.335, -4.880], [-0.081, 2.861, -4.826], [-2.591, 3.940, -2.990], [-3.541, 4.478, -4.316], [-2.996, 2.815, -4.308], [4.676, 5.187, 1.572], [4.367, 5.969, 0.660], [3.896, 4.190, 2.068], [4.155, 3.471, 3.302], [2.520, 3.951, 1.602], [5.637, 5.198, 2.109], [3.571, 3.992, 4.060], [3.858, 2.423, 3.326], [5.234, 3.482, 3.454], [2.286, 4.595, 0.755], [2.440, 2.984, 1.104], [1.762, 4.309, 2.300], [-1.650, -3.756, 3.266], [-2.588, -3.141, 3.823], [-3.247, -3.701, 4.914], [-2.844, -4.960, 5.382], [-1.483, -5.083, 6.063], [-3.029, -1.782, 3.416], [-2.952, -5.618, 4.520], [-3.679, -5.330, 5.977], [-1.618, -5.933, 6.732], [-1.264, -4.194, 6.654], [-0.624, -5.272, 5.420], [-2.488, -1.376, 2.561], [-2.866, -1.117, 4.264], [-4.016, -1.683, 2.963]]
}